(1)
Here is C6H8O4 as an isolated structure in a non-equilibrium geometry from the Open Molecules 2025 dataset. Energies are from ωB97M-V/def2-TZVPD.

Summary:
LUMO level (alpha / beta), eV: -0.7 / -0.7
Frontier orbital gap (alpha / beta), eV: 7.88 / 7.88
HOMO level (alpha / beta), eV: -8.542 / -8.542

```
! RIJCOSX wB97M-V def2-TZVPD def2/J DEFGRID3
* xyz 0 1
C 0.488 0.800 1.081
C 1.644 -0.701 -0.762
C -0.444 -0.281 1.370
C 0.647 0.439 -0.568
C -1.060 -0.314 -0.530
C -2.174 0.441 -0.570
O 1.616 0.819 1.895
O -1.014 -1.600 -0.970
O -0.633 -1.259 1.971
O 0.713 1.451 -1.287
H 1.724 1.697 2.277
H -1.892 -1.898 -1.251
H -0.044 1.747 1.020
H 1.595 -1.025 -1.801
H 2.640 -0.306 -0.562
H 1.453 -1.552 -0.108
H -3.118 0.071 -0.960
H -2.142 1.472 -0.246
*
```

Results of the Mulliken charge analysis, in e, for atoms 1 through 2: -0.169, -1.267



(2)
Here is one molecule with the formula C4H6ClN3 in a non-equilibrium geometry from the Open Molecules 2025 dataset. Energies are from ωB97M-V/def2-TZVPD.

Summary:
LUMO level, eV: 0.7
Frontier orbital gap, eV: 9.64
HOMO level, eV: -8.971

```
! RIJCOSX wB97M-V def2-TZVPD def2/J DEFGRID3
* xyz 0 1
C 1.193 1.482 -0.002
C -0.305 1.539 0.032
C -0.807 0.313 -0.008
C 0.283 -0.694 -0.054
H 3.329 -0.284 -0.605
H 2.987 -0.249 0.994
H 1.611 1.848 0.951
H 1.668 2.108 -0.756
H -0.853 2.505 0.066
H 1.083 -2.410 0.012
N 2.667 -0.530 0.083
N 1.441 0.063 -0.205
N 0.135 -1.950 0.021
Cl -2.453 -0.143 0.014
*
```

Results of the Mulliken charge analysis, in e, for atoms 1 through 2: -0.428, -0.390



(3)
Here is C8H12BrN2Se2Te2Ti as an isolated structure from the Open Molecules 2025 dataset. Energies are from ωB97M-V/def2-TZVPD.

Summary:
LUMO level, eV: 2.4
Frontier orbital gap, eV: 6.09
HOMO level, eV: -3.642

```
! RIJCOSX wB97M-V def2-TZVPD def2/J DEFGRID3
* xyz -1 1
Ti 0.261 -1.157 -0.307
N -1.327 -2.617 0.440
C -2.537 -1.986 0.978
C -2.804 -0.717 0.187
N -1.570 0.084 0.199
H -1.521 -3.183 -0.379
H -0.857 -3.189 1.139
H -2.329 -1.731 2.018
H -3.403 -2.653 0.951
H -3.656 -0.169 0.599
H -3.009 -0.958 -0.857
H -1.430 0.535 1.098
H -1.565 0.788 -0.530
Se 0.587 -0.992 2.493
Te 1.639 -3.279 2.511
Te 2.129 -3.141 -0.175
Se -0.388 -1.436 -2.467
Br 3.285 5.005 -1.079
C 2.451 3.310 -0.846
C 1.789 3.028 0.333
C 1.193 1.779 0.481
C 1.208 0.795 -0.514
C 1.891 1.145 -1.690
C 2.517 2.372 -1.863
H 1.753 3.760 1.129
H 0.726 1.571 1.440
H 1.928 0.435 -2.507
H 3.040 2.601 -2.783
*
```

Results of the Mulliken charge analysis, in e, for atoms 1 through 2: 0.111, -0.432



(4)
Here is one molecule with the formula C5H8O in a non-equilibrium geometry from the Open Molecules 2025 dataset. Energies are from ωB97M-V/def2-TZVPD.

Summary:
LUMO level, eV: 0.9
Frontier orbital gap, eV: 10.26
HOMO level, eV: -9.334

```
! RIJCOSX wB97M-V def2-TZVPD def2/J DEFGRID3
* xyz 0 1
C 0.280 0.565 2.037
C 0.755 0.065 0.661
O 0.945 -1.119 0.840
C 0.342 0.479 -0.773
C 0.164 -0.716 -1.686
C -1.038 -0.123 -1.030
H 1.107 0.627 2.758
H -0.266 1.470 1.879
H -0.421 -0.200 2.449
H 0.545 1.434 -1.261
H 0.523 -1.659 -1.290
H 0.286 -0.582 -2.757
H -1.753 0.432 -1.629
H -1.471 -0.674 -0.198
*
```

Results of the Mulliken charge analysis, in e, for atoms 1 through 2: -1.068, 0.517



(5)
Here is one molecule with the formula C11H12N2 from the Open Molecules 2025 dataset. Energies are from ωB97M-V/def2-TZVPD.

Summary:
LUMO level, eV: -0.1
Frontier orbital gap, eV: 8.86
HOMO level, eV: -8.946

```
! RIJCOSX wB97M-V def2-TZVPD def2/J DEFGRID3
* xyz 0 1
C -1.147 1.589 1.931
C -0.259 2.307 0.918
C -0.435 1.834 -0.533
C -0.542 0.342 -0.671
C -1.732 -0.282 -0.905
C -1.834 -1.689 -1.003
C -0.737 -2.473 -0.856
C 0.515 -1.876 -0.612
N 1.611 -2.672 -0.471
C 2.743 -2.068 -0.250
C 2.846 -0.653 -0.157
N 1.816 0.133 -0.289
C 0.615 -0.464 -0.521
H -1.185 2.143 2.869
H -2.173 1.486 1.567
H -0.778 0.587 2.156
H -0.464 3.377 0.969
H 0.788 2.162 1.187
H -1.320 2.294 -0.975
H 0.444 2.157 -1.093
H -2.619 0.328 -1.026
H -2.801 -2.135 -1.194
H -0.800 -3.551 -0.922
H 3.634 -2.677 -0.135
H 3.814 -0.196 0.016
*
```

Results of the Mulliken charge analysis, in e, for atoms 1 through 2: -1.110, -0.392



(6)
Here is CH4INS as an isolated structure in a non-equilibrium geometry from the Open Molecules 2025 dataset. Energies are from ωB97M-V/def2-TZVPD.

Summary:
LUMO level (alpha / beta), eV: -0.5 / -0.8
Frontier orbital gap (alpha / beta), eV: 7.87 / 7.31
HOMO level (alpha / beta), eV: -8.345 / -8.079

```
! RIJCOSX wB97M-V def2-TZVPD def2/J DEFGRID3
* xyz 0 1
C -0.224 -0.288 -1.181
N 0.691 0.538 0.871
S -0.537 0.380 1.843
I 2.296 -0.681 1.271
H -1.140 -0.786 -1.286
H -0.333 0.758 -1.266
H 0.756 -0.727 -1.277
H -1.510 0.805 1.025
*
```

Results of the Mulliken charge analysis, in e, for atoms 1 through 2: -0.951, -0.389



(7)
Here is one molecule with the formula C5H11NO from the Open Molecules 2025 dataset. Energies are from ωB97M-V/def2-TZVPD.

Summary:
LUMO level, eV: 0.8
Frontier orbital gap, eV: 10.35
HOMO level, eV: -9.503

```
! RIJCOSX wB97M-V def2-TZVPD def2/J DEFGRID3
* xyz 0 1
C 1.848 -1.678 -0.342
C 1.633 -0.362 0.395
C 0.852 0.681 -0.392
N -0.567 0.402 -0.626
C -1.412 0.189 0.444
O -1.108 -0.452 1.434
C -2.743 0.905 0.329
H 2.495 -2.336 0.243
H 0.897 -2.196 -0.494
H 2.314 -1.530 -1.323
H 1.115 -0.551 1.335
H 2.589 0.113 0.647
H 0.924 1.649 0.125
H 1.308 0.816 -1.377
H -0.964 1.020 -1.324
H -3.199 0.810 -0.662
H -2.549 1.974 0.495
H -3.432 0.546 1.093
*
```

Results of the Mulliken charge analysis, in e, for atoms 1 through 2: -1.141, -0.293



Calculated relative energy (zero: lowest compared OMol25 entry of this formula, charge and spin) (eV), listed in the same order as above: 5.009 2.231 0.000 2.018 0.000 4.301 0.356